# 1
The following is a DFT calculation (ωB97M-V with the def2-TZVPD basis set) of the molecule C4H8O2.

As for the structure (SMILES): CCOCC=O. Its charge is 0. The calculation puts the energy above the lowest of the compared OMol25 structures with the same formula, charge and spin at 1.581 eV. Its energy is -8371.700 eV.

Positions of all 14 atoms, in Å:
C  -2.021902  -0.487314  -0.428491
C  -0.551631  -0.184653  -0.625939
O  -0.171432  0.816084  0.305198
C  1.220303  0.993883  0.350743
C  1.884722  -0.212996  0.994520
O  2.886246  -0.743615  0.582353
H  -2.642509  0.367700  -0.710979
H  -2.211024  -0.718629  0.624041
H  -2.316156  -1.350498  -1.033781
H  0.046258  -1.097093  -0.469566
H  -0.345812  0.163485  -1.650999
H  1.407840  1.873910  0.978517
H  1.665075  1.163721  -0.640924
H  1.351753  -0.588434  1.895585

Atoms 1-6, force components in eV/Å:
C -0.03 0.00 0.00
C -0.08 -0.22 -0.15
O -0.03 0.06 0.03
C 0.21 0.06 -0.03
C 0.30 -0.11 -0.12
O -0.38 0.26 0.22

---

# 2
The following is a DFT calculation (ωB97M-V with the def2-TZVPD basis set) of the ion C9H14N3O2 with charge +1 in a non-equilibrium geometry.

As for the structure (SMILES): Nc1c[n+](C(O)=C2CCCCC2)no1. Its charge is +1. The calculation puts the energy above the lowest of the compared OMol25 structures with the same formula, charge and spin at 3.260 eV. Its energy is -18114.844 eV.

Positions of all 28 atoms, in Å:
N  -5.119701  -0.367027  -0.382703
C  -3.828291  -0.177810  -0.105146
C  -2.944042  0.860474  0.104687
N  -1.708129  0.274858  0.161805
C  -0.572034  1.004490  0.219914
O  -0.690403  2.351326  -0.100077
C  0.723837  0.409884  0.440047
C  1.959465  1.228069  0.462907
C  2.930267  0.572930  -0.674460
C  3.174828  -0.887989  -0.379192
C  1.852990  -1.611218  -0.254785
C  0.846074  -1.091575  0.817335
N  -1.776728  -0.950667  -0.105615
O  -3.097730  -1.301050  -0.276178
H  -5.765278  0.362811  -0.415175
H  -5.492430  -1.278675  -0.464493
H  -3.026328  1.974134  0.047247
H  -0.061777  2.887850  0.413745
H  1.712044  2.379920  0.543734
H  2.527500  1.044867  1.423779
H  2.543609  0.789233  -1.617632
H  3.860257  1.172276  -0.706715
H  3.891452  -1.343783  -1.052602
H  3.650043  -0.934157  0.597793
H  1.930613  -2.668389  0.029496
H  1.228983  -1.700140  -1.214704
H  1.256787  -1.299814  1.859948
H  -0.005867  -1.700816  0.627049

Atoms 1-6, force components in eV/Å:
N 0.97 0.38 0.48
C 0.09 -0.41 -1.29
C -1.31 1.96 0.17
N -3.45 0.74 -1.28
C 7.35 0.48 0.53
O -0.87 -0.95 0.27

---

# 3
The following is a DFT calculation (ωB97M-V with the def2-TZVPD basis set) of a structure of composition C32H27MgN3O5P2S2 in a non-equilibrium geometry.

Its charge is -2. The calculation puts the energy above the lowest of the compared OMol25 structures with the same formula, charge and spin at 1.170 eV. Its energy is -94029.573 eV.

Positions of all 72 atoms, in Å:
Mg  -1.536618  1.691856  -0.332685
O  -6.923618  3.216256  -2.085885
C  -5.580718  3.144056  -1.815585
C  -5.053518  3.627256  -0.619985
C  -3.692418  3.483756  -0.399785
N  -2.912018  2.915056  -1.291685
C  -3.389218  2.420156  -2.413585
C  -4.734018  2.532556  -2.740185
C  -2.309418  1.602456  -3.153385
O  -2.463918  1.344356  -4.340785
O  -1.372818  1.292456  -2.378285
C  -2.916218  3.828656  0.879415
O  -3.384918  4.663856  1.647415
O  -1.838318  3.191956  0.960415
H  -7.367618  3.580256  -1.309385
H  -5.680418  4.064356  0.145615
H  -5.121218  2.111156  -3.654285
S  -1.506318  0.271156  3.056515
P  -0.032918  -0.183144  1.834715
C  0.090282  0.547356  0.277015
P  0.333482  -0.584544  -1.005985
S  -1.022618  -1.795744  -1.771985
C  1.772382  -1.670044  -0.589085
C  2.986782  -1.099944  -0.223785
C  4.068982  -1.902144  0.081115
C  3.950282  -3.283344  0.029115
C  2.741382  -3.856944  -0.320785
C  1.659582  -3.052544  -0.625985
C  1.255582  0.399056  -2.253885
C  1.919982  -0.272144  -3.272885
C  2.775782  0.410056  -4.120085
C  2.973882  1.769956  -3.955185
C  2.295582  2.447056  -2.953285
C  1.444482  1.764856  -2.105085
C  1.515682  0.357156  2.697915
C  1.903182  -0.161944  3.929015
C  3.088582  0.241056  4.515215
C  3.880382  1.201456  3.904615
C  3.462282  1.776456  2.714915
C  2.288682  1.354656  2.117915
C  0.116982  -2.010644  1.971215
C  -1.055018  -2.738644  1.787215
C  -1.066618  -4.107144  1.961515
C  0.095882  -4.768244  2.327515
C  1.271582  -4.055344  2.480415
C  1.286082  -2.684744  2.299715
H  3.072282  -0.022844  -0.180185
H  5.016682  -1.454744  0.354115
H  4.802382  -3.908344  0.263715
H  2.635182  -4.935044  -0.352385
H  0.705082  -3.491744  -0.887685
H  1.774582  -1.340044  -3.387385
H  3.305882  -0.120544  -4.902685
H  3.658082  2.301656  -4.605785
H  2.444982  3.511756  -2.824285
H  0.912782  2.283856  -1.314285
H  1.267582  -0.891644  4.414215
H  3.412782  -0.201944  5.449615
H  4.817582  1.504856  4.358115
H  4.064882  2.546856  2.246915
H  1.952082  1.782056  1.179015
H  -1.968018  -2.213744  1.531915
H  -1.984118  -4.665644  1.822615
H  0.081282  -5.837044  2.501615
H  2.190282  -4.568644  2.735615
H  2.212482  -2.137244  2.401415
N  -4.490618  -0.160344  -0.658885
N  -3.204818  0.100656  -0.052085
H  -4.446218  -1.042944  -1.168885
H  -4.657618  0.563356  -1.359485
H  -2.499518  -0.563144  -0.405085
H  -3.293218  -0.062844  0.955215

Atoms 1-6, force components in eV/Å:
Mg -0.05 -0.08 0.09
O 0.18 0.00 0.03
C 0.27 0.02 0.15
C 0.02 0.08 0.01
C -0.49 0.32 0.20
N -0.31 0.14 -0.05

---

# 4
The following is a DFT calculation (ωB97M-V with the def2-TZVPD basis set) of a cluster of 2 separate species, C5H15NS2 in total in a non-equilibrium geometry.

As for the structure (SMILES): CCCN.CSSC. Its charge is 0. The calculation puts the energy above the lowest of the compared OMol25 structures with the same formula, charge and spin at 0.819 eV. Its energy is -28588.128 eV.

Positions of all 23 atoms, in Å:
C  -1.974956  0.536958  1.347694
C  -1.010851  1.471844  0.597955
C  -1.330833  1.603756  -0.949668
N  -0.349046  2.453771  -1.579014
H  -1.653792  -0.546680  1.318118
H  -2.955876  0.535293  0.937377
H  -2.042073  0.731444  2.457767
H  -1.071094  2.496639  1.013012
H  0.000121  1.095483  0.653673
H  -2.299975  2.089057  -1.048158
H  -1.471486  0.578694  -1.385427
H  -0.557731  2.572102  -2.592190
H  0.473927  1.885363  -1.652526
C  3.684631  -1.109139  0.599635
S  2.514228  -2.458721  0.277502
S  0.881020  -1.237382  -0.040863
C  -0.487923  -2.369909  -0.421875
H  4.026382  -0.562242  -0.328981
H  3.257419  -0.455884  1.316463
H  4.626387  -1.522953  0.996767
H  -1.122608  -2.534596  0.485313
H  -1.143595  -1.964579  -1.209279
H  0.007724  -3.288319  -0.793296

Atoms 1-6, force components in eV/Å:
C 1.27 -1.23 1.26
C -0.96 0.45 -1.07
C -0.97 -0.68 1.49
N 0.16 -0.18 -1.58
H -0.10 1.12 -0.20
H -0.98 0.29 -0.31

---

# 5
The following is a DFT calculation (ωB97M-V with the def2-TZVPD basis set) of a cluster of 4 separate species, C4H13NO3 in total in a non-equilibrium geometry.

Its charge is -1. Its spin multiplicity is 2. The calculation puts the energy above the lowest of the compared OMol25 structures with the same formula, charge and spin at 3.165 eV. Its energy is -11988.127 eV.

Positions of all 21 atoms, in Å:
N  1.563230  0.397410  -0.897222
C  0.423994  -0.403504  -0.606482
C  0.685390  -1.817167  -0.059702
C  -2.197522  -0.235929  -0.564750
C  -0.837817  0.098950  -0.883752
H  2.470673  0.012274  -0.627571
H  1.638508  1.448367  -0.646450
H  -0.411318  -2.225366  0.309703
H  1.372322  -1.835813  0.837991
H  -2.601000  0.048722  0.468183
H  -2.839404  0.268104  -1.285820
H  -0.817316  1.063375  -1.467464
H  2.952055  3.010449  0.431694
H  1.051713  -2.467235  -0.782077
O  2.053064  2.827832  0.055112
H  -2.327394  -1.343638  -0.635654
H  -2.778578  -3.009683  0.731108
O  -1.845070  -2.777378  0.711933
H  0.374130  2.959526  1.669663
H  1.406348  1.938648  1.264044
O  0.663991  2.042056  1.977514

Atoms 1-6, force components in eV/Å:
N -2.41 -1.37 1.04
C 3.78 -0.27 0.24
C -2.81 1.45 2.69
C -1.65 -1.12 0.71
C 0.77 3.17 -0.89
H -0.64 -0.43 -0.10

---

# 6
The following is a DFT calculation (ωB97M-V with the def2-TZVPD basis set) of the molecule C12H20N2O4 in a non-equilibrium geometry.

As for the structure (SMILES): C[C@@H]1CN(CCCN2C(=O)COC2=O)C[C@@H](C)O1. Its charge is 0. The calculation puts the energy above the lowest of the compared OMol25 structures with the same formula, charge and spin at 0.494 eV. Its energy is -23939.003 eV.

Positions of all 38 atoms, in Å:
C  2.000910  -0.669953  1.734192
C  0.608806  -1.208762  2.135809
C  -0.357310  -1.497143  0.969531
N  -0.853440  -0.265503  0.351305
C  -1.598567  -0.628768  -0.866532
C  -1.691425  0.590531  -1.799255
C  -0.344687  1.272361  -2.110626
N  0.657624  0.369349  -2.635720
C  1.931483  0.226128  -2.138271
O  2.536321  0.903405  -1.307216
C  2.580548  -0.910771  -2.877373
O  1.650401  -1.254787  -3.914905
C  0.551884  -0.514589  -3.678252
O  -0.504272  -0.548056  -4.277220
C  -1.517224  0.591660  1.365641
C  -0.534428  0.900065  2.494086
C  -1.204089  1.704143  3.575602
O  -0.015757  -0.330932  3.101199
H  1.936256  0.211725  1.070563
H  2.579296  -0.436559  2.631925
H  2.535331  -1.491595  1.202406
H  0.744551  -2.159287  2.623267
H  0.110018  -2.169598  0.245650
H  -1.207442  -2.084641  1.357079
H  -1.102317  -1.442834  -1.393961
H  -2.598503  -1.029040  -0.583087
H  -2.358055  1.334128  -1.341987
H  -2.188591  0.230418  -2.698551
H  -0.489092  2.044649  -2.870392
H  0.016073  1.795810  -1.230026
H  2.750861  -1.761907  -2.247736
H  3.513768  -0.580200  -3.366924
H  -1.891185  1.508213  0.912267
H  -2.374651  0.068676  1.810456
H  0.288295  1.495831  2.114639
H  -0.533587  1.865692  4.403011
H  -2.096115  1.184161  3.984574
H  -1.531689  2.687977  3.254831

Atoms 1-6, force components in eV/Å:
C -0.38 -0.57 -0.58
C -0.04 0.88 -0.37
C -0.10 0.50 0.78
N 0.72 -0.73 -0.26
C -0.26 1.25 0.81
C -0.50 -0.47 0.20